Computed, not measured: a cluster of 2 separate species, C12H14NO2 in total, with the ωB97M-V functional and the def2-TZVPD basis.

```
29
Properties=species:S:1:pos:R:3:forces:R:3:lowdin_charge:R:1
C -0.3233 1.1584 2.4372 3.75 3.77 2.21 -0.1031
C -0.8562 0.4773 1.2802 0.45 -3.39 -0.43 -0.2557
C -0.7347 -0.9107 1.3436 -1.27 0.61 -0.85 -0.0428
C -1.4328 0.7592 0.0016 -1.30 -1.11 -1.18 -0.1000
C -1.6993 -0.5356 -0.6597 -0.65 4.25 1.82 -0.2184
C -2.0698 1.9054 -0.5534 0.82 0.10 0.29 -0.0638
C -2.6742 -0.5819 -1.6592 1.76 -1.72 -0.16 -0.0618
C -3.1160 1.7852 -1.4387 -2.09 0.92 0.24 -0.1120
C -3.4684 0.4889 -1.9232 1.43 0.52 0.21 -0.1164
N -1.3203 -1.4918 0.2054 1.78 -1.09 0.85 0.0680
H -0.1421 2.2858 2.3249 -0.37 -1.31 -0.46 0.0850
H 0.7947 0.8365 2.7050 -2.34 0.27 -0.73 0.1180
H -0.4559 -1.5105 2.2186 0.20 0.20 -0.79 0.1360
H -0.9635 -2.3578 -0.1704 -0.15 -0.37 0.37 0.1575
H -1.6655 2.8829 -0.2906 -0.57 -0.03 0.34 0.1028
H -2.6171 -1.5291 -2.2235 -1.18 0.41 0.19 0.1187
H -3.8449 2.7047 -1.5637 1.81 -1.94 -0.23 0.1281
H -4.2362 0.1940 -2.5650 -1.46 0.68 -1.16 0.0715
H -0.8193 1.1963 3.4202 -0.53 -0.78 -0.54 0.0652
C 2.7772 -0.8039 0.2104 -0.41 0.87 0.59 -0.2209
C 3.3028 0.3900 -0.5605 3.37 -1.16 -0.63 -0.1587
C 3.3973 -2.1014 -0.3435 -0.39 1.90 -2.98 -0.8836
O 3.8610 -2.3140 -1.4828 1.16 2.22 -1.32 -0.0933
O 3.0899 -2.9894 0.3501 -1.63 -6.13 5.74 -0.0400
H 2.9839 -0.7453 1.3723 -0.70 -0.23 -2.34 0.1259
H 1.6585 -0.9822 -0.0360 1.68 0.47 0.86 0.1062
H 3.9179 1.1190 0.0380 -0.85 -0.48 -0.46 0.0558
H 2.5601 0.8602 -1.1553 -0.50 0.72 -0.54 0.0259
H 4.0963 -0.1902 -1.2818 -1.82 1.83 1.10 0.1061
```
Positions in Å, forces in eV/Å.

As for the strongest force on any atom: 8.55 eV/Å. As for the highest occupied orbital energy: -3.5 eV. Its spin multiplicity is 1. The HOMO-LUMO gap comes out at 6.51 eV. The calculated total energy comes out at -670.84938 a.u. The net charge is -1. The calculation puts the energy above the lowest of the compared OMol25 structures with the same formula, charge and spin at 90.1 kcal per mole. The value obtained for the LUMO energy is 3.0 eV.